{"formula": "C25H60NO7S", "method": "ωB97M-V/def2-TZVPD", "symbols": ["C", "C", "S", "C", "C", "C", "C", "C", "N", "C", "C", "C", "O", "O", "H", "H", "H", "H", "H", "H", "H", "H", "H", "H", "H", "H", "H", "H", "H", "H", "H", "H", "H", "H", "C", "C", "C", "O", "H", "H", "H", "H", "H", "H", "H", "H", "C", "C", "C", "O", "H", "H", "H", "H", "H", "H", "H", "H", "C", "C", "C", "O", "H", "H", "H", "H", "H", "H", "H", "H", "C", "C", "C", "O", "H", "H", "H", "H", "H", "H", "H", "H", "C", "C", "C", "O", "H", "H", "H", "H", "H", "H", "H", "H"], "coordinates": [[4.41818, -3.60519, 0.15594], [3.21853, -3.09887, 0.29877], [2.67349, -2.05840, -1.08064], [1.40289, -0.97109, -0.33610], [0.19856, -1.71949, 0.32307], [-1.01331, -1.62479, -0.65671], [-2.29511, -2.27847, -0.09776], [-2.34796, -3.81595, -0.36265], [-3.73479, -4.25426, -0.13034], [1.95742, -3.09133, -2.40698], [1.03168, -4.23819, -1.93537], [1.76570, -5.46160, -1.37895], [1.50631, -5.81315, -0.28095], [2.66485, -6.14744, -2.12093], [4.90784, -3.61709, -0.82720], [4.96523, -4.06106, 0.98396], [2.56682, -3.30363, 1.15074], [1.93133, -0.43366, 0.47158], [1.02216, -0.22586, -1.04808], [-0.05498, -1.16159, 1.24001], [0.41401, -2.76423, 0.59728], [-0.76750, -2.05703, -1.64832], [-1.20297, -0.53774, -0.81199], [-3.16395, -1.87896, -0.65251], [-2.49197, -2.05906, 0.97232], [-2.08649, -4.02721, -1.41697], [-1.61790, -4.35693, 0.26841], [-4.14205, -4.70101, -0.94475], [-3.80096, -4.93668, 0.61961], [1.43313, -2.41472, -3.10093], [2.81165, -3.52970, -2.95186], [0.49292, -4.58840, -2.83961], [0.26516, -3.95131, -1.21253], [2.50211, -7.10213, -2.06038], [-1.65980, -4.41209, 3.71055], [-1.89866, -3.07298, 4.39291], [-2.76514, -3.23172, 5.63185], [-2.52912, -2.17566, 3.47774], [-2.60596, -4.85462, 3.38511], [-1.04363, -4.28296, 2.81710], [-1.16004, -5.11427, 4.37982], [-0.94187, -2.62586, 4.66927], [-3.74641, -3.63655, 5.36849], [-2.93614, -2.26407, 6.10541], [-2.29796, -3.89828, 6.35872], [-3.37844, -2.55822, 3.22430], [9.40368, -3.34264, -1.94878], [8.52224, -3.90145, -0.84349], [9.24048, -4.98771, -0.05892], [7.32007, -4.43465, -1.41126], [9.67396, -4.12649, -2.66175], [8.87312, -2.57101, -2.50934], [10.31969, -2.91102, -1.54317], [8.22586, -3.09612, -0.16828], [9.50546, -5.82486, -0.71061], [8.59399, -5.38644, 0.72494], [10.15175, -4.60465, 0.40230], [7.56753, -5.14829, -2.01120], [-2.28969, 3.62399, 1.17354], [-2.21604, 2.84677, -0.12840], [-3.38536, 3.18718, -1.03735], [-2.21722, 1.44082, 0.14884], [-3.20350, 3.38019, 1.72077], [-1.45058, 3.36469, 1.82353], [-2.27278, 4.69813, 0.99064], [-1.27577, 3.07164, -0.63807], [-4.33577, 2.92602, -0.56355], [-3.32792, 2.61643, -1.96721], [-3.39845, 4.25102, -1.27989], [-3.04321, 1.22943, 0.60048], [-5.59681, 7.81330, 2.36607], [-4.26506, 7.23591, 1.91244], [-3.52428, 8.20290, 1.00137], [-4.48577, 6.00378, 1.22370], [-6.24707, 8.00652, 1.50804], [-6.12131, 7.10604, 3.01080], [-5.45712, 8.74697, 2.91357], [-3.64871, 7.00737, 2.78409], [-4.10706, 8.40843, 0.09915], [-2.57558, 7.77351, 0.67509], [-3.32358, 9.14838, 1.50872], [-5.03009, 6.19083, 0.44956], [0.21435, 7.03955, -3.32460], [-0.80247, 6.17594, -2.59420], [-1.21579, 4.97601, -3.43326], [-1.95432, 6.95639, -2.27732], [-0.20722, 7.43053, -4.25485], [0.49371, 7.90000, -2.71479], [1.11666, 6.47309, -3.56295], [-0.37933, 5.83318, -1.64739], [-1.68492, 5.29628, -4.36789], [-1.95144, 4.37394, -2.89911], [-0.35624, 4.34673, -3.67462], [-2.33887, 7.26684, -3.10577]], "mulliken_charge": [-0.64, -0.02, 0.07, -0.77, -0.25, -0.55, -0.30, -0.29, -0.66, -0.88, 0.66, 0.04, -0.46, -0.46, 0.22, 0.28, 0.43, 0.43, 0.59, 0.62, 0.01, 0.18, 0.24, 0.28, -0.16, 0.38, 0.21, 0.24, 0.24, 0.57, 0.52, 0.55, -0.72, 0.38, -0.88, 0.34, -1.40, -0.51, 0.27, -0.02, 0.44, 0.29, 0.37, 0.33, 0.39, 0.35, -1.35, 0.51, -1.30, -0.48, 0.36, 0.32, 0.38, 0.26, 0.34, 0.31, 0.38, 0.30, -1.24, 0.58, -1.50, -0.32, 0.37, 0.38, 0.19, 0.18, 0.46, 0.35, 0.31, 0.26, -1.40, 0.42, -1.21, -0.44, 0.36, 0.33, 0.39, 0.28, 0.31, 0.27, 0.40, 0.30, -1.47, 0.56, -1.12, -0.49, 0.36, 0.35, 0.37, 0.24, 0.43, 0.11, 0.33, 0.32], "gap_ev": 8.73, "e_homo_ev": -11.4, "charge": 1}

{"formula": "C4H11N3O3S", "method": "ωB97M-V/def2-TZVPD", "symbols": ["C", "O", "C", "N", "N", "S", "O", "O", "N", "C", "C", "H", "H", "H", "H", "H", "H", "H", "H", "H", "H", "H"], "coordinates": [[-2.49700, -1.39880, 0.00445], [-2.54813, 0.03415, 0.12518], [-1.62050, 0.91148, -0.01426], [-2.18789, 2.19237, -0.10154], [-0.31784, 0.69436, -0.15306], [0.60188, -0.65974, -0.05890], [0.28443, -1.33543, 1.18975], [0.44308, -1.42178, -1.26774], [2.14317, 0.02542, 0.05786], [2.53348, 0.84248, -1.11253], [2.32917, 0.68324, 1.31958], [-3.53976, -1.84173, 0.26872], [-1.63032, -1.68898, 0.72905], [-2.24616, -1.65642, -1.13002], [-1.43388, 2.90694, -0.07340], [-3.08304, 2.35144, 0.32145], [3.50884, 1.08844, -0.91860], [1.97781, 1.78805, -1.26135], [2.21690, 0.20850, -1.98107], [1.36868, 1.40523, 1.55291], [3.39428, 1.32855, 1.06546], [2.46859, -0.16516, 2.18552]], "mulliken_charge": [-0.55, -0.39, 0.68, -0.45, -0.42, 1.18, -0.71, -0.66, -0.11, -0.92, -0.69, 0.19, 0.35, 0.25, 0.26, 0.24, 0.43, 0.29, 0.30, 0.23, 0.29, 0.21], "gap_ev": 10.35, "e_homo_ev": -9.7, "de_lowest_kcal_mol": 13.7, "smiles": "CO/C(N)=N\\S(=O)(=O)N(C)C"}

{"formula": "C48H40ClMoN2O9P2", "method": "ωB97M-V/def2-TZVPD", "symbols": ["Mo", "O", "C", "O", "C", "C", "C", "C", "C", "N", "C", "O", "O", "H", "H", "H", "H", "C", "O", "C", "C", "C", "C", "C", "C", "O", "C", "O", "C", "H", "H", "H", "H", "H", "H", "H", "H", "H", "C", "N", "P", "C", "C", "C", "C", "C", "C", "C", "C", "C", "C", "C", "C", "P", "C", "C", "C", "C", "C", "C", "C", "C", "C", "C", "C", "C", "H", "H", "H", "H", "H", "H", "H", "H", "H", "H", "H", "H", "H", "H", "H", "H", "H", "H", "H", "H", "H", "H", "H", "Cl", "C", "C", "C", "C", "C", "C", "C", "O", "O", "H", "H", "H", "H"], "coordinates": [[-0.35341, -0.72902, -0.82471], [0.41459, -2.26210, -4.73664], [0.03308, -2.00648, -3.50660], [0.04060, -0.88366, -3.00528], [-0.47437, -3.11233, -2.69996], [-0.62492, -4.43898, -3.06490], [-1.21889, -5.30196, -2.15197], [-1.66383, -4.80211, -0.93537], [-1.47874, -3.45962, -0.64789], [-0.87607, -2.63892, -1.50920], [-1.98799, -2.73200, 0.57485], [-2.49247, -3.31581, 1.50430], [-1.84584, -1.44311, 0.43927], [0.76167, -1.45354, -5.14664], [-0.28991, -4.77212, -4.03622], [-1.35054, -6.34646, -2.39595], [-2.16323, -5.41907, -0.20114], [0.70011, -3.57653, 7.68379], [0.12124, -2.64884, 6.77377], [0.53207, -2.66324, 5.50065], [1.47715, -3.55384, 4.98157], [1.79544, -3.46329, 3.64710], [1.21756, -2.52385, 2.78120], [1.52706, -2.54916, 1.36328], [2.61246, -3.41429, 0.79894], [0.87925, -1.83544, 0.59583], [0.29948, -1.60365, 3.34012], [-0.31656, -0.57860, 2.69714], [-0.03462, -1.69428, 4.67709], [0.25968, -3.35275, 8.65023], [1.78286, -3.44788, 7.73947], [0.45919, -4.60334, 7.40202], [1.94340, -4.30568, 5.59946], [2.51550, -4.16094, 3.24269], [3.58270, -3.07054, 1.16430], [2.59360, -3.31984, -0.28370], [2.49486, -4.45433, 1.10113], [-0.73703, -0.98740, 5.09588], [-4.34666, 0.44563, -0.14750], [-3.19084, 1.25239, -0.40730], [-0.07036, 0.53143, 1.52808], [-1.22290, 1.76077, 2.18375], [-0.92883, 3.11965, 2.20746], [-1.87593, 4.02596, 2.66474], [-3.10965, 3.57912, 3.10774], [-3.40028, 2.22093, 3.09844], [-2.46609, 1.31307, 2.63126], [1.57713, 1.21508, 1.82866], [2.37414, 0.81922, 2.90082], [3.62816, 1.38528, 3.07994], [4.08701, 2.35923, 2.20625], [3.28932, 2.77039, 1.14919], [2.04433, 2.19550, 0.95387], [-2.15875, 0.82454, -1.64646], [-1.37568, 2.40217, -2.07144], [-1.45762, 3.50322, -1.22739], [-0.76697, 4.66532, -1.54504], [-0.00537, 4.73439, -2.70200], [0.07209, 3.63530, -3.54811], [-0.60312, 2.46815, -3.22962], [-3.19070, 0.38906, -3.07953], [-3.25899, -0.93073, -3.51185], [-4.08390, -1.28143, -4.57176], [-4.84690, -0.30849, -5.19954], [-4.79174, 1.01027, -4.76455], [-3.96611, 1.36025, -3.70996], [-5.06753, 1.02708, 0.42832], [-4.03696, -0.40607, 0.47481], [-4.82244, 0.03504, -1.04392], [0.03700, 3.48140, 1.88326], [-1.63793, 5.08151, 2.68756], [-3.84260, 4.28689, 3.47220], [-4.35837, 1.86822, 3.45730], [-2.69362, 0.25458, 2.61959], [2.02602, 0.08745, 3.61510], [4.24151, 1.06922, 3.91335], [5.06436, 2.80099, 2.34825], [3.64381, 3.52814, 0.46313], [1.44219, 2.49736, 0.10567], [-2.05541, 3.44866, -0.32754], [-0.83702, 5.52342, -0.88893], [0.52285, 5.64582, -2.95039], [0.66320, 3.68614, -4.45323], [-0.53100, 1.60726, -3.88408], [-2.68736, -1.69063, -2.99009], [-4.13467, -2.31079, -4.90146], [-5.49059, -0.57525, -6.02716], [-5.39384, 1.76582, -5.25103], [-3.91566, 2.39132, -3.38023], [6.83673, 3.67679, -2.88056], [5.52985, 2.59894, -2.51974], [5.80113, 1.26382, -2.25527], [4.74903, 0.41023, -1.97122], [3.44471, 0.88933, -1.92885], [3.19201, 2.23025, -2.19817], [4.23200, 3.09012, -2.50448], [2.33152, -0.05312, -1.60367], [2.46534, -1.26958, -1.70252], [1.21777, 0.52096, -1.23921], [6.82144, 0.90854, -2.27832], [4.92960, -0.63781, -1.77460], [2.17347, 2.59462, -2.17372], [4.04953, 4.13272, -2.72615]], "mulliken_charge": [-1.50, -0.54, 0.33, -0.09, -0.09, -0.83, -0.75, -0.91, 0.45, 1.47, -0.34, -0.73, 0.22, 0.42, 0.61, 0.49, 0.60, -0.92, -0.43, 0.48, -1.13, -1.23, 1.45, 0.71, -2.20, 0.18, -0.76, 0.02, 0.00, 0.26, 0.38, 0.37, 0.47, 0.43, 0.39, 0.26, 0.54, 0.60, -0.85, -0.30, 2.40, 0.64, -0.74, -0.59, -0.71, -0.77, -1.12, 1.26, -0.94, -0.72, -1.04, -1.18, -0.30, 2.69, -0.34, -0.50, -0.62, -0.56, -0.69, -0.34, 0.15, -0.21, -0.80, -0.59, -0.68, -0.82, 0.40, 0.16, 0.36, 0.45, 0.47, 0.42, 0.50, 0.54, 0.36, 0.48, 0.41, 0.54, 0.53, 0.57, 0.48, 0.44, 0.46, 0.37, 0.13, 0.46, 0.41, 0.43, 0.50, -0.21, 0.32, -0.82, -0.37, 0.18, 0.21, -1.11, 0.21, -0.73, 1.41, 0.46, 0.48, 0.19, 0.49], "gap_ev": [7.05, 6.21], "e_homo_ev": [-10.3, -9.8], "de_lowest_kcal_mol": 56.9, "multiplicity": 3, "charge": 1}

{"formula": "C7H11N3", "method": "ωB97M-V/def2-TZVPD", "symbols": ["C", "N", "C", "N", "N", "C", "C", "C", "C", "C", "H", "H", "H", "H", "H", "H", "H", "H", "H", "H", "H"], "coordinates": [[-3.29024, -0.44763, -0.58783], [-1.83650, -0.51487, -0.52874], [-1.12133, 0.15725, 0.29736], [-1.44468, 0.96621, 1.26106], [0.58920, 0.05051, 0.14680], [1.21048, 1.10870, -0.38527], [2.57669, 1.06356, -0.58744], [3.28078, -0.08179, -0.22702], [2.59265, -1.15595, 0.33271], [1.22281, -1.07150, 0.49800], [-3.59908, -0.36381, -1.63019], [-3.67523, 0.41120, -0.04349], [-3.73063, -1.35912, -0.17752], [-1.41334, -1.15217, -1.19753], [-0.75353, 1.44333, 1.82864], [-2.41218, 1.13911, 1.52173], [0.62373, 1.97500, -0.65376], [3.07447, 1.91475, -1.02925], [4.34841, -0.13948, -0.38375], [3.10816, -2.05778, 0.62897], [0.64934, -1.88553, 0.91652]], "mulliken_charge": [-0.84, -0.16, 0.67, -0.35, -0.14, 0.21, -0.73, -0.07, -0.71, 0.13, 0.32, 0.35, 0.35, 0.31, 0.27, 0.21, 0.42, 0.43, 0.46, 0.43, 0.45], "gap_ev": 10.53, "e_homo_ev": -18.7, "de_lowest_kcal_mol": 4.6, "smiles": "C/[NH+]=C(\\N)[n+]1ccccc1", "charge": 2}